Formula: C4H14O3
Source: the OMol25 dataset
Level of theory: wB97M-V/def2-TZVPD

net charge: +1
2S+1: 2
M: 110.15 g/mol
HOMO level (alpha / beta): -0.49949 / -0.49949 hartree
energy above the lowest of the compared OMol25 structures with the same formula, charge and spin: 54.1 kcal per mole

Cartesian coordinates (Å):
C (1.87416, -1.54584, -1.77249)
C (0.42483, -1.99642, -1.26534)
C (-0.66762, -1.16607, -2.01194)
C (-1.81180, -1.05055, -1.48461)
H (1.89066, -0.42067, -1.60585)
H (2.73823, -1.99062, -1.24187)
H (1.87546, -1.81593, -2.86228)
H (0.39949, -1.99788, -0.19539)
H (0.28536, -2.95786, -1.67510)
H (-0.41588, -0.59496, -2.98859)
H (-2.38678, -0.07364, -1.53405)
H (-2.07363, -1.88460, -0.75786)
H (1.52053, -0.85802, 2.83931)
H (1.68669, -2.08961, 3.82659)
O (1.14767, -1.38633, 3.51575)
H (0.61125, 2.30493, 1.13152)
H (1.55853, 3.24897, 0.57654)
O (0.90246, 2.59785, 0.25786)
H (-2.91674, 5.28363, 2.32970)
H (-3.71089, 4.05754, 2.71153)
O (-2.93198, 4.33609, 2.20659)

Atomic forces in eV per Å
-1.4 1.0 -0.2
2.0 2.7 -1.8
7.3 -0.2 -3.2
-6.2 0.7 4.1
0.4 -1.3 -0.5
-0.8 0.0 -0.2
0.5 0.5 1.0
-0.7 0.0 0.6
-0.7 -1.7 -0.4
-0.1 -1.3 1.4
0.4 -1.4 0.1
-0.6 1.2 -0.9
1.2 0.3 -0.7
1.1 -0.6 0.0
-2.2 0.3 0.7
-0.5 -0.3 -0.2
-0.2 -0.2 -0.8
0.7 0.4 1.0
0.1 0.4 0.0
0.3 0.0 -0.2
-0.4 -0.4 0.2

Formula: C31H33Cl2N9SY
Source: the OMol25 dataset
Level of theory: wB97M-V/def2-TZVPD

net charge: +1
M: 723.55 g/mol
HOMO level: -0.36084 hartree
energy above the lowest of the compared OMol25 structures with the same formula, charge and spin: 0.8 kcal per mole

Cartesian coordinates (Å):
Y (-0.28709, 0.10024, 0.39506)
C (-1.93552, 2.52923, 6.18627)
C (-0.53997, 2.07922, 5.77879)
N (-0.55465, 0.87599, 4.95672)
C (-0.80424, 0.86733, 3.63740)
S (-0.89215, -0.72171, 2.90539)
N (-0.99145, 2.03938, 3.06424)
N (-1.16635, 1.98038, 1.71068)
C (-1.76184, 2.97153, 1.14751)
C (-2.33378, 4.13258, 1.89514)
C (-1.90573, 2.91260, -0.33140)
C (-2.48540, 3.95339, -1.04175)
C (-2.57964, 3.86230, -2.42325)
C (-2.09303, 2.73805, -3.06259)
C (-1.53120, 1.73573, -2.28735)
N (-1.44140, 1.81432, -0.96194)
H (-1.88295, 3.44427, 6.77689)
H (-2.43507, 1.76662, 6.78419)
H (-2.53999, 2.72425, 5.30081)
H (0.06820, 1.85744, 6.65547)
H (-0.03824, 2.86312, 5.21367)
H (-0.48490, -0.02371, 5.39977)
H (-2.24787, 3.95661, 2.96162)
H (-3.38332, 4.27458, 1.63319)
H (-1.80405, 5.05621, 1.64926)
H (-2.85384, 4.82643, -0.52488)
H (-3.02833, 4.66782, -2.98938)
H (-2.14474, 2.62727, -4.13614)
H (-1.13689, 0.82888, -2.73211)
C (-1.70463, -6.01914, 0.60928)
C (-1.14933, -4.74450, 0.04037)
C (-1.72997, -4.13009, -1.06990)
C (-1.24673, -2.92864, -1.55279)
C (-0.14037, -2.28950, -0.98688)
N (0.27946, -1.02066, -1.45189)
C (1.44531, -0.98653, -2.19541)
C (1.99252, -2.12421, -2.80982)
C (3.16306, -2.06925, -3.54013)
C (3.87354, -0.88208, -3.69679)
C (5.17278, -0.83782, -4.45358)
C (3.35152, 0.24766, -3.08922)
C (2.16450, 0.20687, -2.36575)
N (1.71711, 1.44972, -1.79464)
C (1.80390, 2.64809, -2.39867)
C (1.60751, 3.62766, -1.44922)
C (1.39165, 2.91965, -0.26777)
N (1.45086, 1.60432, -0.47069)
C (0.45405, -2.93355, 0.12338)
C (-0.05614, -4.12382, 0.62706)
N (1.63719, -2.41374, 0.71982)
C (2.72936, -3.09680, 1.12424)
C (3.61390, -2.18352, 1.64438)
C (2.96517, -0.94726, 1.51809)
N (1.77397, -1.09563, 0.96310)
H (-2.27887, -6.56544, -0.13733)
H (-2.36705, -5.80702, 1.45074)
H (-0.90946, -6.66893, 0.97278)
H (-2.56952, -4.60805, -1.56203)
H (-1.70016, -2.45185, -2.41453)
H (1.46340, -3.06448, -2.71827)
H (3.53644, -2.97599, -4.00217)
H (5.12238, -1.44784, -5.35550)
H (5.99587, -1.21921, -3.84616)
H (5.42406, 0.18005, -4.74967)
H (3.89190, 1.18474, -3.15513)
H (2.01981, 2.71811, -3.45122)
H (1.61866, 4.69294, -1.59469)
H (1.16956, 3.29371, 0.71982)
H (0.40569, -4.56320, 1.50330)
H (2.80379, -4.16159, 0.98630)
H (4.59142, -2.37836, 2.04688)
H (3.30501, 0.03496, 1.80315)
Cl (-3.20458, -0.93623, 0.55925)
C (-4.26716, -1.47455, -0.76913)
Cl (-4.12543, -0.49494, -2.22306)
H (-5.28217, -1.41031, -0.39624)
H (-3.98841, -2.49409, -1.00497)

Atomic forces in eV per Å
0.1 0.2 0.2
0.0 0.0 0.0
0.0 0.0 0.0
0.0 0.0 0.0
0.0 0.1 0.0
0.0 0.0 0.0
0.0 0.0 0.0
0.0 -0.1 -0.1
-0.1 0.0 -0.1
0.0 0.0 0.0
0.0 0.0 0.0
0.0 0.0 0.0
0.0 0.0 0.0
0.0 0.0 0.0
0.0 0.0 0.0
-0.1 0.0 0.1
0.0 0.0 0.0
0.0 0.0 0.0
0.0 0.0 0.0
0.0 0.0 0.0
0.0 0.0 0.0
0.0 0.0 0.0
0.0 0.0 0.0
0.0 0.0 0.0
0.0 0.0 0.0
0.0 0.0 0.0
0.0 0.0 0.0
0.0 0.0 0.0
0.0 0.0 0.0
0.0 0.0 0.0
0.0 0.1 0.0
0.0 0.0 0.1
0.0 0.0 0.0
0.0 -0.1 0.1
0.0 -0.1 -0.1
0.1 0.0 0.1
0.0 0.0 0.0
0.0 0.0 0.0
0.0 0.0 0.0
0.0 0.0 0.0
0.0 0.0 0.0
0.0 0.0 0.0
0.0 -0.1 0.0
0.1 0.1 0.0
0.0 0.0 0.0
0.0 0.0 0.0
0.0 0.0 0.0
-0.1 0.0 -0.2
-0.1 0.0 0.0
0.1 0.0 0.0
0.1 0.0 0.0
0.0 0.0 0.0
0.0 0.0 0.0
-0.1 0.0 -0.1
0.0 0.0 0.0
0.0 0.0 0.0
0.0 0.0 0.0
0.0 0.0 0.0
0.0 0.0 0.0
0.0 0.0 0.0
0.0 0.0 0.0
0.0 0.0 0.0
0.0 0.0 0.0
0.0 0.0 0.0
0.0 0.0 0.0
0.0 0.0 0.0
0.0 0.0 0.0
0.0 0.0 0.0
0.0 0.0 0.0
0.0 0.0 0.0
0.0 0.0 0.0
0.0 0.0 0.0
0.0 0.0 0.0
0.0 0.0 0.0
0.0 0.0 0.0
0.0 0.0 0.0
0.0 0.0 0.0

Formula: C2H4N6
Source: the OMol25 dataset
Level of theory: wB97M-V/def2-TZVPD

M: 112.10 g/mol
HOMO level: -0.33189 hartree
energy above the lowest of the compared OMol25 structures with the same formula, charge and spin: 105.9 kcal per mole

Cartesian coordinates (Å):
H (2.64027, 1.08134, 0.48094)
N (2.54470, -0.13654, 0.16718)
C (1.42101, -0.86825, -0.20347)
N (0.17818, -0.42828, 0.03579)
N (-0.61847, -1.57175, -0.13948)
N (-1.90511, -1.32922, 0.08257)
N (-1.96814, 0.06636, 0.07754)
C (-0.69899, 0.64107, 0.00772)
N (-0.61425, 1.95935, -0.17754)
H (0.40909, 2.38750, -0.23546)
H (1.49398, -2.13809, -0.40524)
H (-2.88229, 0.33651, 0.30945)

Atomic forces in eV per Å
-1.7 -4.9 -1.3
-2.6 0.0 -1.4
8.0 2.2 2.6
-4.6 -2.3 -1.4
-4.7 -1.1 2.1
5.5 1.7 -2.0
1.3 -3.4 0.5
-0.1 5.4 -0.8
2.6 -1.9 0.6
-2.7 -1.8 0.2
-0.1 4.4 0.5
-0.7 1.7 0.3

Formula: C5H8N2O
Source: the OMol25 dataset
Level of theory: wB97M-V/def2-TZVPD

M: 112.13 g/mol
HOMO level: -0.28844 hartree
energy above the lowest of the compared OMol25 structures with the same formula, charge and spin: 65.7 kcal per mole

Cartesian coordinates (Å):
N (-2.56822, -0.47623, -0.66135)
C (-1.76518, -0.39976, 0.64727)
C (-0.41827, 0.14891, 0.17409)
C (0.16758, 1.43856, 0.12829)
C (1.55629, 1.15654, -0.20102)
C (1.67404, -0.12712, -0.31757)
O (2.73918, -1.08346, -0.02644)
N (0.58706, -0.71769, -0.05239)
H (-2.09924, -1.13042, -1.22104)
H (-2.41021, 0.50324, -1.09382)
H (-2.18834, 0.38399, 1.42025)
H (-1.62583, -1.45911, 1.05033)
H (-0.35635, 2.46692, -0.00816)
H (2.48285, 1.78322, -0.24089)
H (3.64225, -0.75368, 0.19520)
H (0.58238, -1.73392, 0.20725)

Atomic forces in eV per Å
-0.9 3.1 2.0
0.4 1.2 -1.3
-0.4 1.4 2.2
-0.7 0.3 -1.3
1.2 5.2 -0.2
6.7 -3.4 1.4
0.3 1.1 -0.9
-4.7 -5.0 0.9
0.8 -0.9 -1.1
-0.4 -2.4 0.6
0.4 -2.0 -1.6
-0.4 1.6 -0.2
1.0 -2.2 0.7
-1.4 -0.1 0.0
-1.5 0.4 -0.5
-0.1 1.6 -0.5